[1]
19
Properties=species:S:1:pos:R:3 method="wB97M-V/def2-TZVPD" gap_ev=8.70 lumo_energy_ha=0.0190
C -0.814 -2.108 1.897
C -0.777 -0.800 1.072
C -0.489 -0.608 -0.222
C 0.064 -1.640 -1.052
C -0.297 1.684 -0.973
H -0.152 -2.262 2.737
H -0.567 -3.076 1.386
H -1.839 -2.046 2.459
H -1.252 -0.039 1.794
H 0.754 -2.476 -0.469
H -0.637 -2.062 -1.723
H 0.931 -1.281 -1.626
H -0.588 2.330 -1.822
H 1.464 2.943 -0.830
H 2.320 0.750 -0.524
H 1.610 0.856 1.176
N -0.712 0.499 -1.132
N 0.664 2.155 -0.067
N 1.738 1.231 0.215

***

[2]
19
Properties=species:S:1:pos:R:3 method="wB97M-V/def2-TZVPD" gap_ev=9.39 lumo_energy_ha=0.0204
C -2.483 -0.486 -0.404
C -1.286 0.395 -0.485
N -0.897 0.711 0.982
C -0.144 -0.270 1.325
N 0.386 -1.261 0.441
C 1.531 -1.150 -0.091
N 2.105 -0.123 -0.548
C 1.656 1.186 0.127
H -2.459 -1.532 0.203
H -2.578 -0.728 -1.595
H -3.396 0.425 -0.121
H -1.809 1.300 -1.025
H -0.531 0.195 -1.152
H -0.181 -0.678 2.487
H 2.115 -2.231 -0.227
H 3.260 -0.194 -0.623
H 2.239 1.902 -0.525
H 0.482 1.551 0.050
H 1.992 0.987 1.180

***

[3]
19
Properties=species:S:1:pos:R:3 method="wB97M-V/def2-TZVPD" gap_ev="6.08 / 9.06" lumo_energy_ha="-0.0069 / 0.0357"
C 0.972 0.031 1.720
C 1.162 0.182 -1.205
C 1.278 -1.420 1.856
N 0.171 0.559 -0.212
C -0.869 -0.068 0.104
C -2.169 1.392 -2.243
N -1.589 0.350 -1.892
N -1.757 -0.427 0.875
H -2.697 -0.405 0.489
H 1.806 0.706 1.564
H 0.201 0.433 2.366
H 1.058 0.856 -2.052
H 1.067 -0.849 -1.548
H 2.155 0.315 -0.770
H -2.202 2.259 -1.551
H -2.672 1.504 -3.217
H 1.931 -1.777 1.057
H 1.787 -1.620 2.810
H 0.368 -2.022 1.850

***

[4]
19
Properties=species:S:1:pos:R:3 method="wB97M-V/def2-TZVPD" gap_ev=7.92 lumo_energy_ha=0.0360
C 0.420 -1.089 -1.588
C 0.689 0.178 0.597
C -1.320 0.389 -0.501
N 1.777 1.073 0.771
N -1.745 1.615 -0.700
N -0.635 -1.689 1.414
C 0.369 -0.724 1.533
C 0.119 0.206 -0.839
H 1.544 2.018 0.495
H 2.125 1.064 1.721
H -2.721 1.836 -0.550
H -1.181 2.358 -1.127
H -1.074 -1.913 2.296
H -1.317 -1.413 0.709
H 0.921 -0.751 2.465
H 0.550 1.067 -1.384
H 1.496 -1.207 -1.696
H 0.031 -1.947 -1.046
H -0.048 -1.070 -2.570

***

[5]
19
Properties=species:S:1:pos:R:3 method="wB97M-V/def2-TZVPD" charge=+2 gap_ev=10.60 lumo_energy_ha=-0.3209
C -1.932 0.739 0.220
C -0.977 0.989 1.089
C -1.366 0.297 -1.073
C 1.260 -0.277 1.192
C 0.944 -1.175 -0.822
N 0.993 -1.466 0.511
N 0.390 0.795 0.474
N 0.174 0.282 -0.897
H -3.083 0.649 0.363
H -1.174 1.489 1.980
H -1.587 -0.798 -1.173
H -1.624 1.122 -1.798
H 1.196 -0.208 2.266
H 2.288 0.073 0.914
H 1.874 -1.076 -1.424
H 0.419 -1.866 -1.500
H 0.459 -2.345 0.800
H 1.120 1.861 0.545
H 0.625 0.915 -1.668

***

[6]
19
Properties=species:S:1:pos:R:3 method="wB97M-V/def2-TZVPD" charge=+2 gap_ev="6.20 / 6.53" lumo_energy_ha="-0.4453 / -0.4382"
C 0.071 1.651 1.685
C -0.211 0.829 -0.385
C 0.715 3.077 -0.143
C -0.014 -2.687 0.606
C -0.684 -1.033 -1.594
N 0.226 1.828 0.473
N 0.237 -1.221 0.654
N -0.174 -0.477 -0.317
H -0.589 1.678 2.522
H -0.123 3.681 -0.438
H 1.215 2.764 -1.116
H 1.217 3.672 0.604
H 0.149 -3.075 1.579
H -1.117 -2.855 0.344
H 0.505 -3.220 -0.235
H 0.003 -1.815 -2.091
H -0.779 -0.159 -2.179
H -1.505 -1.686 -1.375
H 0.860 -0.952 1.406

***

[7]
20
Properties=species:S:1:pos:R:3 method="wB97M-V/def2-TZVPD" gap_ev=8.01 smiles="C=C(C)NC.N#CON" lumo_energy_ha=0.0213
C 1.489 -1.124 -0.489
C 0.340 -1.187 0.201
C 0.252 -2.063 1.424
N -0.767 -0.452 -0.178
C -2.094 -0.514 0.390
H 1.594 -0.485 -1.358
H 2.371 -1.677 -0.182
H -0.549 -2.800 1.306
H 1.180 -2.615 1.604
H 0.050 -1.459 2.314
H -0.726 -0.096 -1.131
H -2.640 0.401 0.139
H -2.065 -0.589 1.481
H -2.646 -1.367 -0.015
N -1.283 2.710 -1.979
C -0.529 2.717 -1.097
O 0.370 2.741 -0.104
N 1.682 2.310 -0.600
H 2.287 2.988 -0.138
H 1.685 2.563 -1.589

***

[8]
20
Properties=species:S:1:pos:R:3 method="wB97M-V/def2-TZVPD" gap_ev=8.76 lumo_energy_ha=0.0052
H 0.342 2.252 -1.401
N 0.798 1.372 -1.661
C -0.042 0.401 -1.696
C -1.485 0.402 -1.105
C -2.103 1.520 -0.674
H 0.290 -0.578 -2.079
H -2.061 -0.436 -1.485
H -1.561 2.329 -0.197
H -3.179 1.618 -0.781
C 1.983 -1.628 0.758
C 0.482 -1.607 0.639
O -0.157 -2.583 0.264
N -0.238 -0.478 1.111
N 0.440 0.629 1.663
H 2.397 -1.959 -0.197
H 2.266 -2.339 1.539
H 2.435 -0.663 0.985
H -1.211 -0.661 1.351
H -0.245 1.256 2.087
H 0.847 1.151 0.877

***

[9]
22
Properties=species:S:1:pos:R:3 method="wB97M-V/def2-TZVPD" gap_ev=10.51 smiles="O=NN(O)N1CCC[C@@H]1CO" lumo_energy_ha=0.0256
O -1.677 -2.740 -0.012
N -1.215 -1.902 -0.789
N -0.525 -1.000 -0.171
O -0.091 -1.326 1.130
N 0.239 -0.065 -0.897
C 1.628 -0.568 -0.926
C 2.319 0.083 0.370
C 1.397 1.294 0.704
C 0.271 1.284 -0.367
C -1.120 1.619 0.101
O -1.221 2.986 0.430
H -0.742 -1.969 1.412
H 1.658 -1.654 -0.964
H 2.055 -0.107 -1.834
H 2.263 -0.699 1.223
H 3.342 0.347 0.190
H 1.902 2.256 0.779
H 0.926 1.166 1.711
H 0.481 1.938 -1.152
H -1.775 1.304 -0.673
H -1.379 1.114 1.039
H -1.277 3.446 -0.409

***

[10]
23
Properties=species:S:1:pos:R:3 method="wB97M-V/def2-TZVPD" gap_ev="8.80 / 8.80" smiles="CN(N)C1=NC(C)(C)OS1(=O)=O" lumo_energy_ha="0.0166 / 0.0166"
C -1.313 -1.534 -2.446
N -0.993 -1.455 -1.023
N -1.440 -2.621 -0.315
C -0.279 -0.464 -0.557
N 0.206 -0.327 0.902
C 0.828 0.950 1.135
C -0.061 1.871 1.941
C 2.159 0.798 1.742
O 1.147 1.636 -0.185
S 0.071 1.148 -1.320
O -1.138 1.890 -1.051
O 0.574 0.901 -2.644
H -1.236 -0.457 -2.867
H -0.473 -2.077 -2.882
H -2.256 -2.122 -2.445
H -0.606 -3.018 0.333
H -1.638 -3.412 -0.969
H -0.195 1.445 2.877
H -1.059 1.913 1.550
H 0.392 2.898 2.161
H 2.775 0.147 1.264
H 1.990 0.209 2.746
H 2.545 1.680 2.052

***

[11]
21
Properties=species:S:1:pos:R:3 method="wB97M-V/def2-TZVPD" charge=+1 gap_ev="9.19 / 6.14" spin_multiplicity=3 lumo_energy_ha="-0.1425 / -0.2741"
C 0.101 0.019 0.221
C 0.439 -1.059 -1.712
C -0.362 -1.941 -0.717
C 1.220 1.219 -1.700
C -1.416 -1.296 1.650
N 0.750 0.118 -0.904
N -0.693 -0.971 0.385
N 0.284 1.929 1.702
O -0.238 3.685 3.270
P -0.948 2.626 2.492
H 1.516 -1.460 -2.096
H -0.261 -0.924 -2.609
H -1.381 -2.377 -0.989
H 0.135 -2.680 -0.180
H 2.406 1.243 -1.853
H 0.836 1.254 -2.669
H 1.024 2.314 -1.318
H -1.303 -0.278 2.231
H -0.877 -2.197 2.213
H -2.389 -1.517 1.215
H 1.157 2.292 1.367

***

[12]
20
Properties=species:S:1:pos:R:3 method="wB97M-V/def2-TZVPD" charge=+1 gap_ev="7.69 / 7.70" lumo_energy_ha="-0.1783 / -0.1783"
C -1.930 1.230 -0.564
C 1.923 0.564 -0.273
C -0.051 -0.324 0.805
C 3.316 0.241 -0.636
C -1.937 -1.722 0.699
N -1.588 0.040 -1.088
N 1.192 -0.225 0.345
N -1.282 1.728 0.467
N -0.893 -0.931 -0.171
H -2.484 1.876 -1.272
H 1.516 1.474 -0.682
H -0.334 -0.138 1.880
H 3.739 -0.724 -0.487
H 3.380 0.702 -1.630
H 3.878 0.917 -0.041
H -2.419 -0.946 1.373
H -2.590 -2.257 -0.082
H -1.403 -2.482 1.129
H -1.660 2.577 0.931
H -0.373 -1.600 -0.702

***

[13]
20
Properties=species:S:1:pos:R:3 method="wB97M-V/def2-TZVPD" charge=+1 gap_ev=11.14 smiles=CCCc1nc(N)[nH][nH+]1 lumo_energy_ha=-0.1301
C 0.542 2.277 0.790
C -0.920 2.005 0.443
C -1.383 0.584 0.775
C -0.531 -0.467 0.170
N 0.131 -0.379 -0.977
C 0.727 -1.552 -1.164
N 1.513 -1.925 -2.215
N 0.440 -2.368 -0.144
N -0.341 -1.677 0.710
H 0.789 1.847 1.761
H 0.702 3.351 0.868
H 1.217 1.898 0.027
H -1.129 2.220 -0.604
H -1.550 2.677 1.026
H -1.466 0.437 1.852
H -2.390 0.429 0.373
H 1.091 -2.045 -3.118
H 2.512 -1.913 -2.129
H 0.731 -3.326 -0.014
H -0.685 -2.074 1.571